Record 1
C4H9NO2 | wB97M-V/def2-TZVPD

Cartesian coordinates (Å):
N  2.261  -1.577  1.689
C  1.279  -0.807  1.243
O  0.104  -1.242  1.494
C  0.788  0.937  0.062
C  -0.593  0.846  0.021
C  -1.281  0.298  -1.193
O  -1.586  1.353  -2.098
H  2.081  -2.419  2.214
H  3.216  -1.325  1.523
H  1.284  1.648  0.716
H  1.383  0.609  -0.787
H  -0.498  -0.498  1.001
H  -1.182  1.501  0.661
H  -0.624  -0.444  -1.681
H  -2.209  -0.226  -0.919
H  -2.143  0.971  -2.784

E_HOMO: -7.87 eV
Energy relative to the best compared isomer or geometry (same formula, charge and spin): 3.9917 eV
Kohn-Sham gap: 8.63 eV


Record 2
C4H7N3 | wB97M-V/def2-TZVPD

Cartesian coordinates (Å):
H  -2.409  -1.189  0.050
N  -2.118  -1.959  -0.526
N  -1.146  -1.597  -1.225
H  -0.965  -2.422  -1.797
N  -0.277  -0.792  2.778
C  -0.139  -0.231  1.750
C  0.386  0.608  0.896
C  1.418  0.746  -0.152
C  0.185  1.594  -0.148
H  -0.847  -1.503  3.223
H  1.322  0.037  -0.953
H  2.346  1.267  0.169
H  0.009  2.642  0.098
H  -0.584  1.307  -1.015

E_HOMO: -7.84 eV
Energy relative to the best compared isomer or geometry (same formula, charge and spin): 5.1447 eV
Kohn-Sham gap: 8.47 eV
SMILES: [H]/N=N/[H].N=C=C1CC1